77
Properties=species:S:1:pos:R:3:forces:R:3:mulliken_charge:R:1 method="wB97M-V/def2-TZVPD" total_energy_ev=-87912.67740 e_above_lowest_kcal_mol=0.0 homo_ev=-8.34 multiplicity=1 orbital_gap_ha=0.3182
C 4.151743 1.113960 0.929775 -1.3 12.9 -1.6 -1.10
C 5.307706 1.719839 0.020530 -3.7 -2.8 0.0 -0.50
O 6.475513 1.164480 0.409014 4.5 2.3 2.7 -0.55
H 4.314586 1.451141 1.968370 -0.1 0.6 -0.3 0.42
H 4.204817 0.230512 1.051876 0.5 -12.0 0.6 0.63
H 3.099794 1.484439 0.606023 1.7 -0.7 0.5 0.09
H 5.177903 2.753352 0.078801 0.4 1.9 -0.1 0.42
H 5.220775 1.344044 -0.990581 -0.8 0.4 -0.6 0.22
H 7.016996 1.916255 0.872487 -1.2 -2.5 -1.2 0.34
C -2.141250 -4.589487 0.322387 1.6 -2.7 -3.6 -0.50
C -2.209362 -4.007576 -1.171958 -1.9 1.9 2.3 -0.26
O -0.899024 -3.519985 -1.541149 -0.6 -3.3 -2.0 -0.36
H -3.118790 -4.829361 0.663812 -0.9 -0.4 0.3 0.35
H -1.723790 -3.866016 0.972697 0.9 0.4 0.6 -0.19
H -1.493052 -5.666388 0.174978 -1.6 3.1 1.0 0.25
H -2.897549 -2.973344 -1.120790 1.4 -2.9 -0.4 0.12
H -2.700184 -4.838153 -1.804938 1.0 1.7 0.4 0.39
H -0.604461 -4.271472 -2.163149 0.0 2.0 1.3 0.26
C 2.478513 -0.203733 4.999397 -1.5 -1.6 -0.4 -0.86
C 2.316439 -1.618264 4.369740 -0.8 0.5 1.4 0.07
O 2.666855 -1.694399 2.987357 -2.3 0.7 0.3 -0.45
H 1.499074 0.185637 5.234675 -0.1 0.7 -0.3 0.27
H 3.026431 0.280353 4.270988 0.8 1.9 -1.5 0.07
H 3.043618 -0.170125 5.888495 0.7 -0.4 1.1 0.39
H 1.200288 -1.867526 4.526321 2.0 -0.5 -0.4 -0.07
H 3.067162 -2.188453 4.927784 -0.8 -0.9 0.0 0.35
H 3.561534 -1.928189 2.968495 2.0 -0.5 -0.3 0.28
C -1.901225 -3.533300 3.718203 2.4 -5.1 4.0 -0.44
S -3.341131 -3.372638 4.746749 0.7 3.7 -1.3 0.38
O -3.215970 -1.852252 5.008642 -0.6 -2.3 0.4 -0.62
C -4.321432 -3.527681 3.271781 -3.1 3.4 0.1 -0.81
H -1.040980 -3.655001 4.415632 -0.3 1.1 -0.2 0.36
H -1.815013 -2.798101 3.072370 0.2 4.0 -2.6 -0.25
H -1.678560 -4.446731 3.186063 -1.1 -0.7 -0.4 0.52
H -4.073547 -2.825619 2.419225 0.3 -1.0 1.1 0.19
H -5.416218 -3.299278 3.477248 1.3 -0.3 0.1 0.36
H -4.276672 -4.524296 3.080212 0.2 -3.0 -1.3 0.37
C -2.935602 -0.525315 -3.001652 -0.1 -2.5 -2.3 -0.96
S -1.762318 0.136319 -4.156061 -1.2 -0.5 -3.2 0.75
O -2.199131 -0.570065 -5.463717 1.1 0.6 1.7 -0.75
C -2.606031 1.772584 -4.409071 4.2 -1.0 4.6 -1.08
H -2.798909 -1.673000 -2.839961 -0.2 2.4 -0.3 -0.09
H -3.783660 -0.209789 -3.592574 -1.0 -1.0 0.2 0.61
H -2.932131 0.093255 -2.202267 0.2 1.4 3.2 0.42
H -3.577454 1.808032 -4.560127 -4.7 -0.7 -1.2 0.56
H -2.031945 2.189956 -5.132844 1.4 1.3 -2.4 0.15
H -2.455306 2.354397 -3.480833 0.2 -0.1 -0.2 0.24
C 0.035108 -0.879068 0.939769 10.0 -0.5 -6.6 -2.20
S 0.119697 -0.685704 -0.901044 -0.6 -0.9 1.0 0.63
O -0.241842 0.733600 -1.144795 0.1 0.8 0.0 -0.33
C 1.892738 -0.870864 -1.227528 -2.6 0.7 -4.7 -0.96
H 0.602102 -0.118256 1.309271 1.0 2.4 1.4 0.33
H 0.665324 -1.778197 1.162783 0.2 0.5 -0.5 0.39
H -0.684895 -1.172244 1.393286 -10.1 -2.3 4.8 1.24
H 2.633397 -0.391846 -0.729488 1.7 2.1 1.8 0.15
H 1.853686 -0.550688 -2.392238 0.3 -0.1 2.6 0.22
H 2.226270 -1.841617 -1.376694 0.0 -2.4 0.3 0.53
C 0.784496 3.029356 -3.259977 -1.6 -3.6 0.3 -0.48
S 1.871633 2.553197 -4.617347 -0.8 -1.3 -1.3 0.43
O 1.515418 1.184202 -5.175761 0.5 1.0 1.2 -0.57
C 1.026603 3.608657 -5.796119 -1.9 -0.9 -1.8 -0.60
H 1.021573 3.958576 -2.929824 0.8 3.1 0.6 0.63
H 0.972193 2.377130 -2.375458 -0.1 0.0 -0.8 -0.05
H -0.318969 2.957116 -3.470112 1.2 0.0 -0.1 0.01
H 1.462490 3.509465 -6.896573 -0.7 0.2 2.6 0.31
H 1.057292 4.637919 -5.395221 -0.3 -0.3 -0.6 0.33
H -0.105000 3.113058 -5.810735 2.9 1.6 -0.1 0.01
C -0.663365 2.734110 1.656787 -0.4 0.4 -0.9 -0.92
S -1.929779 3.723875 0.932957 -3.5 0.0 -0.6 0.49
O -2.980974 4.043110 2.010886 2.0 -0.2 -1.2 -0.67
C -1.042676 5.201775 0.476957 2.9 -1.1 1.5 -0.89
H -0.036564 2.218373 0.970217 0.4 -0.1 -0.9 0.09
H -1.172986 2.028133 2.230474 -1.0 -1.2 0.9 0.35
H -0.158617 3.360228 2.288783 1.7 1.4 1.8 0.60
H -1.452138 5.870479 -0.216977 -1.5 0.8 -0.6 0.38
H -0.158374 4.801019 -0.070204 -0.3 0.1 0.5 0.22
H -0.672889 5.692089 1.405468 -0.3 -0.1 -0.7 0.32